# 1
This record from OMol25 describes a molecular structure, C28H54Br12IN6O2S2 at a distorted geometry. The level of theory is ωB97M-V/def2-TZVPD.

CARTESIAN COORDINATES (ANGSTROEM)
C  -2.344  5.748  -0.145
C  -2.312  4.363  0.491
N  -1.469  4.276  1.694
C  -1.497  2.902  2.232
C  -0.608  2.701  3.456
C  -0.146  4.768  1.492
S  0.339  6.161  2.138
S  1.105  3.776  0.654
C  0.508  3.402  -1.028
C  0.001  1.970  -1.249
C  1.146  0.962  -1.108
C  0.703  -0.511  -1.040
O  -0.033  -0.618  0.149
C  -0.568  -1.892  0.485
C  -1.100  -1.807  1.913
N  -0.104  -2.256  2.882
C  -0.095  -3.706  3.057
C  1.025  -4.188  3.977
C  2.407  -3.682  3.557
O  0.707  -3.811  5.318
C  -0.153  -0.821  -2.296
C  -0.069  -2.218  -2.928
C  -1.385  -2.969  -3.105
C  -2.506  -2.251  -3.875
C  -3.496  -1.442  -3.013
I  -1.786  -1.047  -5.510
N  0.876  -3.068  -2.160
C  1.990  -2.515  -1.621
N  3.156  -3.218  -1.766
N  1.964  -1.324  -0.982
C  2.656  -1.336  0.358
C  4.189  -1.105  0.298
C  4.680  -0.297  1.512
C  4.182  1.155  1.506
N  2.999  1.279  2.373
H  -2.703  6.490  0.574
H  -1.372  6.056  -0.539
H  -3.051  5.730  -0.984
H  -3.328  4.085  0.797
H  -2.012  3.610  -0.263
H  -1.218  2.171  1.453
H  -2.544  2.707  2.493
H  -0.982  1.852  4.038
H  -0.572  3.594  4.086
H  0.414  2.444  3.153
H  1.411  3.540  -1.635
H  -0.219  4.156  -1.331
H  -0.378  1.937  -2.280
H  -0.808  1.716  -0.558
H  1.807  1.032  -1.984
H  1.739  1.177  -0.211
H  -1.382  -2.170  -0.200
H  0.227  -2.646  0.448
H  -2.059  -2.336  2.004
H  -1.292  -0.745  2.101
H  -0.303  -1.836  3.782
H  0.015  -4.195  2.077
H  -1.051  -4.055  3.483
H  1.048  -5.285  3.937
H  3.134  -3.868  4.354
H  2.752  -4.223  2.666
H  2.380  -2.609  3.342
H  1.294  -3.114  5.601
H  -1.174  -0.539  -2.026
H  0.159  -0.121  -3.079
H  0.387  -2.117  -3.922
H  -1.186  -3.936  -3.588
H  -1.778  -3.206  -2.106
H  -3.082  -3.035  -4.377
H  -3.475  -1.800  -1.975
H  -4.511  -1.527  -3.407
H  -3.232  -0.379  -2.975
H  1.127  -3.898  -2.691
H  3.400  -3.447  -2.716
H  3.803  -3.390  -1.021
H  2.205  -0.543  0.955
H  2.462  -2.309  0.822
H  4.434  -0.571  -0.629
H  4.727  -2.060  0.268
H  4.335  -0.799  2.428
H  5.775  -0.326  1.537
H  4.982  1.835  1.821
H  3.873  1.426  0.486
H  3.079  0.690  3.189
H  2.827  2.232  2.656
C  -4.214  -3.851  -7.111
Br  -5.617  -4.527  -5.980
Br  -2.905  -5.206  -7.503
Br  -4.903  -3.041  -8.706
H  -3.707  -3.081  -6.550
C  -5.459  -0.397  2.645
Br  -4.159  -0.224  1.232
Br  -5.453  -2.175  3.370
Br  -5.174  0.929  4.003
H  -6.433  -0.221  2.211
C  3.878  -1.720  -5.783
Br  3.073  -3.399  -5.266
Br  3.232  -0.298  -4.658
Br  5.787  -1.833  -5.776
H  3.553  -1.518  -6.794
C  -1.334  9.257  4.658
Br  -1.946  7.660  5.535
Br  0.568  9.226  4.385
Br  -2.274  9.559  3.008
H  -1.554  10.089  5.312

Results
- charge = +1
- E_HOMO (eV) = -9.92
- LUMO (Ha) = -0.1023


# 2
This record from OMol25 describes 10 unconnected molecules or ions with the total composition C25H62Cl4N3O20P5 at a distorted geometry. The level of theory is ωB97M-V/def2-TZVPD.

CARTESIAN COORDINATES (ANGSTROEM)
C  4.471  -1.637  -0.045
O  4.085  -2.829  0.565
P  3.860  -2.777  2.176
O  3.356  -4.057  2.768
O  5.281  -2.250  2.768
C  6.403  -3.039  2.933
O  2.802  -1.579  2.377
C  2.396  -1.191  3.617
H  5.534  -1.600  -0.286
H  4.252  -0.713  0.488
H  3.885  -1.559  -0.961
H  6.191  -3.967  2.402
H  6.516  -3.179  4.008
H  7.254  -2.559  2.450
H  1.375  -0.816  3.688
H  3.070  -0.483  4.100
H  2.306  -2.040  4.295
C  5.335  -0.647  -4.008
O  3.955  -0.485  -3.569
P  2.685  -1.172  -4.419
O  2.970  -1.347  -5.879
O  2.460  -2.588  -3.662
C  1.443  -3.497  -4.005
O  1.453  -0.260  -3.957
C  0.130  -0.626  -4.307
H  5.384  -1.250  -4.915
H  6.028  -1.035  -3.260
H  5.756  0.287  -4.380
H  1.842  -4.492  -4.203
H  0.928  -3.246  -4.932
H  0.631  -3.643  -3.293
H  -0.322  -1.291  -3.570
H  0.127  -1.150  -5.262
H  -0.511  0.233  -4.503
C  3.270  5.901  0.796
O  2.556  5.150  1.789
P  1.040  4.580  1.495
O  0.784  4.101  0.106
O  0.697  3.605  2.767
C  1.580  2.456  2.979
O  0.246  5.916  1.855
C  -0.065  6.922  0.890
H  3.656  6.861  1.139
H  2.868  6.011  -0.211
H  4.206  5.371  0.615
H  0.984  1.545  2.940
H  1.984  2.516  3.990
H  2.425  2.322  2.303
H  0.720  7.674  0.817
H  -0.952  7.460  1.224
H  -0.156  6.634  -0.157
C  -2.274  -5.447  6.606
O  -1.115  -5.831  5.864
P  -1.203  -5.827  4.254
O  0.045  -6.419  3.678
O  -2.538  -6.709  3.869
C  -2.773  -7.157  2.553
O  -1.561  -4.323  3.865
C  -0.613  -3.372  3.461
H  -2.842  -6.359  6.791
H  -2.860  -4.726  6.036
H  -1.995  -4.966  7.543
H  -2.114  -6.783  1.770
H  -3.675  -6.606  2.288
H  -2.982  -8.227  2.574
H  0.374  -3.657  3.825
H  -0.897  -2.425  3.920
H  -0.635  -3.236  2.380
C  -3.804  4.170  -6.312
O  -3.146  4.400  -5.095
P  -2.093  3.333  -4.439
O  -1.033  2.790  -5.377
O  -1.572  4.203  -3.178
C  -0.628  5.305  -3.371
O  -2.924  2.207  -3.673
C  -4.070  2.584  -2.968
H  -3.676  4.954  -7.059
H  -4.822  3.828  -6.125
H  -3.362  3.274  -6.747
H  -0.407  5.536  -4.413
H  0.287  5.254  -2.782
H  -1.061  6.171  -2.872
H  -4.914  2.612  -3.656
H  -3.996  3.494  -2.372
H  -4.351  1.821  -2.242
Cl  -5.420  -3.139  4.068
C  -4.602  -2.204  2.781
C  -3.875  -0.940  3.277
Cl  -4.972  0.163  4.097
H  -5.327  -1.967  2.003
H  -3.916  -2.929  2.344
H  -3.406  -0.433  2.434
H  -3.100  -1.319  3.944
Cl  -3.118  0.079  -0.430
C  -1.458  0.035  -1.113
C  -0.510  0.487  -0.061
Cl  -0.419  -0.572  1.387
H  -1.326  0.763  -1.913
H  -1.260  -0.972  -1.482
H  -0.731  1.487  0.312
H  0.487  0.554  -0.497
C  3.401  2.404  -1.051
C  4.759  1.892  -1.207
N  5.853  1.466  -1.342
H  2.974  2.501  -2.049
H  3.511  3.308  -0.453
H  2.780  1.728  -0.464
C  -2.905  4.067  0.555
C  -2.703  3.181  1.705
N  -2.648  2.439  2.609
H  -2.552  5.081  0.742
H  -3.994  4.115  0.535
H  -2.400  3.650  -0.316
C  -4.167  -3.655  -1.952
C  -5.198  -3.435  -0.971
N  -5.981  -3.138  -0.135
H  -3.527  -2.786  -2.107
H  -4.697  -3.916  -2.868
H  -3.493  -4.401  -1.531

Results
- charge = 0
- ΔE to the lowest compared entry with this formula, charge and spin (eV) = 1.914
- SMILES string = COP(=O)(OC)OC.COP(=O)(OC)OC.COP(=O)(OC)OC.COP(=O)(OC)OC.COP(=O)(OC)OC.ClCCCl.ClCCCl.CC#N.CC#N.CC#N
- E_HOMO (eV) = -10.05
- LUMO (Ha) = -0.0001


# 3
This record from OMol25 describes 2 unconnected molecules or ions with the total composition C20H19F3N3O5 at a distorted geometry. The level of theory is ωB97M-V/def2-TZVPD.

CARTESIAN COORDINATES (ANGSTROEM)
C  3.786  1.092  2.342
C  4.067  1.046  0.862
O  5.207  1.038  0.456
N  2.999  1.038  -0.063
C  2.896  2.278  -0.844
C  1.772  0.429  0.368
C  1.667  -0.933  0.060
C  0.571  -1.700  0.411
C  -0.452  -1.060  1.083
C  -0.371  0.293  1.387
C  0.730  1.070  1.051
C  0.703  2.519  1.402
C  0.288  3.482  0.489
C  0.235  4.804  0.903
C  0.594  5.115  2.209
N  1.005  4.212  3.098
C  1.046  2.949  2.683
C  -1.625  0.691  2.088
O  -1.962  1.774  2.492
N  -2.431  -0.471  2.179
C  -1.743  -1.585  1.604
O  -2.181  -2.699  1.578
H  2.961  0.452  2.650
H  4.692  0.774  2.853
H  3.588  2.127  2.627
H  3.741  2.343  -1.526
H  2.912  3.171  -0.210
H  1.957  2.274  -1.388
H  2.486  -1.401  -0.469
H  0.502  -2.744  0.133
H  -0.017  3.212  -0.514
H  -0.088  5.589  0.233
H  0.537  6.143  2.549
H  1.364  2.210  3.413
H  -2.778  -0.669  3.109
C  -4.246  -3.209  -2.074
C  -3.092  -4.132  -1.691
O  -2.244  -4.519  -2.744
C  -1.169  -3.588  -3.121
O  -0.488  -3.085  -2.140
C  -1.718  -2.467  -4.056
F  -2.677  -2.889  -4.928
F  -0.711  -1.997  -4.835
F  -2.230  -1.389  -3.431
H  -4.688  -3.522  -3.022
H  -5.016  -3.241  -1.297
H  -3.927  -2.174  -2.174
H  -3.526  -5.070  -1.327
H  -2.512  -3.711  -0.865
H  -0.619  -4.235  -3.847

Results
- charge = -1
- E_HOMO (eV) = -4.11
- LUMO (Ha) = 0.0672


# 4
This record from OMol25 describes a molecular structure, C17H24AsF6N6OSn at a distorted geometry. The level of theory is ωB97M-V/def2-TZVPD.

CARTESIAN COORDINATES (ANGSTROEM)
Sn  0.133  0.092  -0.307
C  -2.249  1.292  1.718
C  -1.287  0.563  2.649
N  0.106  0.700  2.227
C  0.687  2.026  2.424
C  0.625  2.939  1.218
C  1.044  4.258  1.334
C  1.054  5.060  0.203
C  0.575  4.549  -0.990
C  0.140  3.232  -1.024
C  -0.363  2.647  -2.324
N  -0.929  1.307  -2.198
C  -2.381  1.231  -2.047
C  -2.823  1.622  -0.636
N  -2.242  0.726  0.368
N  0.210  2.452  0.052
H  -1.941  2.334  1.641
H  -3.252  1.254  2.154
H  -1.538  -0.499  2.670
H  -1.435  0.965  3.657
H  0.659  0.028  2.755
H  1.750  1.916  2.667
H  0.199  2.537  3.266
H  1.380  4.643  2.283
H  1.441  6.066  0.251
H  0.564  5.145  -1.889
H  0.507  2.587  -2.988
H  -1.084  3.349  -2.768
H  -0.647  0.764  -3.013
H  -2.690  0.201  -2.245
H  -2.885  1.892  -2.764
H  -3.915  1.614  -0.586
H  -2.491  2.637  -0.419
H  -2.787  -0.130  0.378
F  2.716  -0.815  -0.566
As  3.138  -0.118  -2.214
F  4.627  0.406  -1.670
F  3.567  -1.683  -2.723
F  3.161  0.635  -3.735
F  1.353  -0.606  -2.602
F  2.292  1.341  -1.513
N  -0.382  -6.433  2.349
C  -0.349  -5.116  2.176
O  -0.763  -4.300  2.973
C  0.213  -4.621  0.849
C  0.836  -5.379  -0.132
C  1.236  -4.767  -1.313
C  0.982  -3.410  -1.473
N  0.405  -2.706  -0.519
C  0.043  -3.258  0.616
H  -0.784  -6.792  3.205
H  -0.069  -7.092  1.657
H  1.046  -6.431  0.005
H  1.736  -5.318  -2.096
H  1.273  -2.895  -2.380
H  -0.413  -2.646  1.393

Results
- charge = +2
- E_HOMO (spin up / spin down) (eV) = -15.17 / -15.16
- <S²> = 0.76
- LUMO (spin up / spin down) (Ha) = -0.2307 / -0.3592
- 2S+1 = 2


# 5
This record from OMol25 describes a molecular structure, CH2BrClO at a distorted geometry. The level of theory is ωB97M-V/def2-TZVPD.

CARTESIAN COORDINATES (ANGSTROEM)
C  -2.540  0.043  -0.155
O  0.781  -0.693  -0.860
Cl  -2.661  -1.611  -0.035
Br  -4.007  0.967  0.181
H  -0.031  -1.107  -1.262
H  0.771  0.208  -1.119

Results
- charge = 0
- ΔE to the lowest compared entry with this formula, charge and spin (eV) = 2.768
- E_HOMO (eV) = -9.19
- LUMO (Ha) = -0.0405


# 6
This record from OMol25 describes 10 unconnected molecules or ions with the total composition C3H27N2O10S2 at a distorted geometry. The level of theory is ωB97M-V/def2-TZVPD.

CARTESIAN COORDINATES (ANGSTROEM)
S  1.051  -3.869  1.049
S  -0.267  -2.550  1.929
C  0.195  -0.809  1.536
C  0.572  -0.634  0.061
C  1.443  0.763  -0.053
N  2.743  0.724  0.398
O  0.983  1.796  -0.454
N  -0.537  -0.557  -0.930
H  0.357  -4.696  0.207
H  -0.738  -0.220  1.678
H  0.925  -0.245  2.174
H  1.183  -1.395  -0.369
H  2.989  -0.061  0.981
H  3.362  1.536  0.349
H  -0.442  -1.266  -1.695
H  -1.480  -0.848  -0.589
H  -0.765  0.401  -1.255
H  0.089  2.553  2.493
H  0.783  2.611  3.875
O  0.550  1.996  3.152
H  -2.151  2.318  -1.738
H  -0.728  2.568  -1.386
O  -1.274  1.868  -1.819
H  -2.484  -1.573  -3.672
H  -2.069  -0.250  -3.005
O  -2.152  -1.180  -2.765
H  -3.514  -3.399  -0.460
H  -2.832  -3.048  0.850
O  -2.734  -2.957  -0.117
H  4.663  -1.263  1.534
H  3.749  -2.122  2.326
O  3.759  -1.576  1.536
H  1.782  -3.122  -2.435
H  1.710  -2.402  -3.797
O  1.205  -2.590  -2.982
H  -2.884  4.376  0.017
H  -2.758  3.234  0.814
O  -2.765  3.405  -0.153
H  -4.259  0.238  0.343
H  -3.361  1.180  -0.431
O  -3.536  0.251  -0.298
H  3.465  3.632  1.812
H  2.683  3.753  0.436
O  3.486  3.429  0.854

Results
- charge = +1
- ΔE to the lowest compared entry with this formula, charge and spin (eV) = 0.000
- E_HOMO (eV) = -11.49
- LUMO (Ha) = -0.0983


# 7
This record from OMol25 describes a single C20H33N3O3S2 molecule at a distorted geometry. The level of theory is ωB97M-V/def2-TZVPD.

CARTESIAN COORDINATES (ANGSTROEM)
C  -7.593  -4.158  1.202
C  -7.156  -2.777  0.715
C  -8.315  -1.794  0.874
C  -6.665  -2.846  -0.743
C  -5.393  -2.042  -1.018
C  -5.567  -0.533  -0.868
C  -4.305  0.225  -1.272
C  -4.475  1.733  -1.106
C  -3.261  2.525  -1.598
N  -2.062  2.238  -0.843
C  -1.782  2.855  0.319
S  -2.671  4.102  0.935
N  -0.705  2.420  1.048
C  0.335  1.569  0.712
C  0.986  0.885  1.747
C  2.028  0.027  1.471
C  2.436  -0.154  0.161
S  3.785  -1.276  -0.167
O  3.982  -1.343  -1.590
O  3.566  -2.498  0.548
N  5.026  -0.453  0.614
C  6.037  -1.278  1.247
C  7.078  -1.737  0.223
O  7.651  -0.631  -0.441
C  6.668  0.113  -1.129
C  5.595  0.630  -0.165
C  1.829  0.537  -0.870
C  0.784  1.402  -0.602
H  -8.401  -4.540  0.582
H  -7.946  -4.107  2.230
H  -6.764  -4.862  1.161
H  -6.326  -2.443  1.348
H  -8.043  -0.803  0.521
H  -8.607  -1.716  1.919
H  -9.177  -2.136  0.304
H  -7.457  -2.502  -1.411
H  -6.457  -3.887  -0.998
H  -5.066  -2.255  -2.040
H  -4.602  -2.383  -0.345
H  -6.400  -0.202  -1.492
H  -5.807  -0.291  0.169
H  -4.067  -0.001  -2.315
H  -3.473  -0.126  -0.656
H  -5.348  2.064  -1.672
H  -4.647  1.974  -0.056
H  -3.459  3.594  -1.498
H  -3.057  2.294  -2.646
H  -1.641  1.334  -1.004
H  -0.692  2.794  1.988
H  0.657  1.034  2.765
H  2.530  -0.520  2.252
H  5.527  -2.134  1.687
H  6.515  -0.681  2.031
H  7.902  -2.261  0.709
H  6.590  -2.403  -0.505
H  7.194  0.942  -1.605
H  6.186  -0.512  -1.893
H  4.784  1.106  -0.717
H  6.033  1.350  0.535
H  2.187  0.386  -1.876
H  0.349  1.978  -1.403

Results
- charge = 0
- ΔE to the lowest compared entry with this formula, charge and spin (eV) = 0.265
- SMILES string = CC(C)CCCCCCNC(=S)Nc1ccc(S(=O)(=O)N2CCOCC2)cc1
- E_HOMO (eV) = -8.42
- LUMO (Ha) = 0.0072


Copy entry 5 word for word.
This record from OMol25 describes a molecular structure, CH2BrClO at a distorted geometry. The level of theory is ωB97M-V/def2-TZVPD.

CARTESIAN COORDINATES (ANGSTROEM)
C  -2.540  0.043  -0.155
O  0.781  -0.693  -0.860
Cl  -2.661  -1.611  -0.035
Br  -4.007  0.967  0.181
H  -0.031  -1.107  -1.262
H  0.771  0.208  -1.119

Results
- charge = 0
- ΔE to the lowest compared entry with this formula, charge and spin (eV) = 2.768
- E_HOMO (eV) = -9.19
- LUMO (Ha) = -0.0405